[1]
11
Properties=species:S:1:pos:R:3:forces:R:3:nbo_charge:R:1 method="wB97M-V/def2-TZVPD" de_lowest_kj_mol=281.5 multiplicity=1 largest_force_ev_per_a=4.4 smiles="[H]/N=c1/ocnn1C=O" e_homo_ha=-0.3570 homo_lumo_gap_ev=10.105
C -0.978752 -1.252358 -0.713305 -1.4130 1.0490 1.5023 0.54
N -0.870738 0.663419 0.869516 -2.7972 -1.2345 -0.3286 -0.24
C -0.030351 1.555417 1.099855 1.0850 -0.1911 -0.5427 0.32
C 1.107948 0.093104 -0.136013 -1.9120 -3.8280 -0.8155 0.68
H -0.093441 2.558063 1.602735 -0.0412 -1.5549 -0.5345 0.24
N -0.262995 -0.361772 0.120439 1.1790 1.6589 0.1100 -0.35
N 2.013467 -0.506966 -0.778964 0.5787 2.4725 1.0386 -0.71
O 1.170234 1.193403 0.543970 2.6868 3.2553 0.7672 -0.45
O -2.172712 -1.205015 -0.831054 0.5149 -0.1300 -0.1812 -0.50
H 1.734308 -1.357118 -1.179671 -0.5410 -1.2256 -0.5287 0.35
H -0.372249 -2.047803 -1.106545 0.6599 -0.2717 -0.4869 0.13

***

[2]
31
Properties=species:S:1:pos:R:3:forces:R:3:nbo_charge:R:1 method="wB97M-V/def2-TZVPD" de_lowest_kj_mol=199.5 multiplicity=1 largest_force_ev_per_a=1.7 charge=+1 e_homo_ha=-0.4915 homo_lumo_gap_ev=9.816
H 2.674376 -1.349967 -0.473885 0.3221 0.5080 0.1391 0.23
H -2.197708 -0.956614 2.287659 -0.2053 -0.1951 0.0762 0.47
O 1.069142 2.365185 0.015323 -0.4129 -1.2785 -0.8971 -1.00
H -2.609780 2.293025 -0.110807 -0.1694 -0.8277 -0.5298 0.47
H -3.246311 -2.096230 2.250966 0.1701 0.2012 -0.0905 0.49
H 3.241083 -0.275533 2.344235 0.2103 0.1802 -0.1366 0.48
H -0.897273 2.177811 -2.504709 -0.0153 -0.2095 0.2086 0.50
H -0.064218 -4.648290 -0.106482 -0.3007 -0.0487 -0.6331 0.48
H -1.863671 -0.885772 -0.249406 1.0630 -0.1319 -0.4557 0.25
H 0.619930 1.243644 3.155063 0.4245 -0.0721 -0.1950 0.47
O 0.948903 2.152783 3.199335 -0.5723 -0.5064 -0.1442 -0.94
H 0.975554 0.329088 -0.408162 -0.1327 -0.1466 0.3308 0.47
H 1.525266 3.032879 -0.499171 0.1531 0.3019 0.6889 0.50
C -1.518008 -0.731820 -1.287257 -1.3052 0.1900 0.4653 -0.32
H -1.328282 2.893233 -0.071567 0.9692 -0.2207 -0.3208 0.48
N 0.873026 -0.511133 -0.995056 0.0968 0.0376 -0.1160 -0.41
O -1.717233 2.091214 -0.447865 -1.0132 1.1152 0.8283 -0.94
H 0.266175 2.532033 3.762818 0.1431 0.5478 0.1171 0.48
O -0.468807 -3.932241 -0.615989 0.2625 0.5873 0.3934 -0.96
H -0.086167 -0.220364 -2.799731 -0.4057 -0.3772 -0.3950 0.26
O 2.669117 -1.029088 2.177697 -0.0772 0.2853 -0.2122 -0.96
O -2.785483 -1.447175 1.701906 0.0164 0.0347 0.0614 -0.95
C -0.327534 -0.571092 -1.815246 0.2615 0.3318 0.3392 -0.11
H 0.985706 2.512127 0.954496 0.4948 0.7708 0.5681 0.51
H 0.418305 2.656283 -3.093087 0.0214 0.0324 -0.2289 0.47
C 1.838809 -1.316921 -1.149041 -0.2811 -0.4802 0.0559 0.14
H 2.432661 -1.297268 3.065043 -0.1575 -0.3818 0.2601 0.48
H -2.401296 -0.598218 -1.909433 0.3883 -0.2160 -0.3949 0.22
H 1.786326 -2.054925 -1.940477 -0.2299 -0.1184 0.1145 0.22
H -0.719001 -4.214111 -1.500119 0.1297 -0.4904 0.2171 0.48
O -0.093600 1.857464 -2.937043 0.1516 0.5769 -0.1145 -0.96

***

[3]
183
Properties=species:S:1:pos:R:3:forces:R:3:mulliken_charge:R:1 method="wB97M-V/def2-TZVPD" de_lowest_kj_mol=0.0 multiplicity=2 largest_force_ev_per_a=2.9 charge=-1 e_homo_ha="0.0312 / -0.2397" homo_lumo_gap_ev="1.227 / 8.610"
H 4.281064 -1.524377 -4.294488 -0.0671 -0.1630 -0.0023 -0.26
H 4.141197 1.806704 -0.609224 0.1067 0.0973 -0.0945 0.47
C -6.305241 -1.238745 -1.576333 0.7469 -0.2577 0.9173 0.49
H -7.071159 -0.902021 5.940611 -0.3220 -0.1578 -0.0138 0.40
H 0.886383 0.068152 2.772016 -0.0820 0.1815 0.5144 -0.42
H -7.185321 -2.868536 -0.611566 -0.3480 -0.2084 0.8512 0.54
C 3.992472 0.729082 -0.540640 -0.0933 -0.3910 -0.3408 -0.18
H -9.412142 0.966973 -0.992812 -0.7018 0.5107 0.4673 0.40
H 1.801909 -2.208184 -0.639066 -0.8739 0.6177 -0.1056 -0.10
H -1.758666 -1.553433 6.906960 0.5242 0.4284 0.8672 0.32
C -2.054629 -2.054125 -3.777909 -1.8168 -0.1887 0.8024 1.22
H -0.724302 6.357648 -1.315977 0.2531 0.2288 0.0614 0.48
H 3.752944 -3.220791 -4.006057 0.4430 -0.0842 0.1098 0.69
H -2.283541 -3.771390 -2.521088 0.3229 -0.4395 -0.3344 0.72
C -1.231938 -3.091097 2.182153 -0.9404 0.0323 -0.9834 0.09
C -5.603028 -1.560507 4.530227 -0.0436 1.1626 -0.9949 0.52
H -1.388659 -1.294883 3.272629 0.5410 0.1427 -0.6416 -0.02
H -2.330084 1.942976 0.582421 -0.2426 0.1521 -0.8755 0.40
H -2.497343 -2.351933 3.564617 -0.1338 -0.3479 0.1871 0.09
C -0.884900 4.167534 0.209801 -0.8472 1.6421 0.5224 -0.74
H 1.776093 -1.010172 -4.231564 0.5948 0.8423 -1.0535 -0.54
C -0.997882 5.530609 -1.971157 0.0819 0.6673 0.9627 -1.98
H 6.104099 2.776736 1.290190 0.0421 0.1683 0.0314 0.17
H 6.276658 1.521757 -2.593196 -0.3250 -0.0256 -0.1135 0.30
H 8.928718 1.981625 -1.068782 -0.3602 0.5769 -0.1928 0.40
C -5.199688 -0.191314 3.910200 -0.5758 -0.3061 1.1881 -0.72
C 2.191493 -2.309701 -6.031310 0.0846 1.0700 0.4542 -1.56
H 1.430420 -3.754626 -1.393235 -0.0033 0.0857 0.0218 0.14
H 6.445801 1.930834 3.976808 0.6490 -0.3082 0.0299 -0.04
H -1.947084 4.341017 0.382316 -0.3670 -0.2314 -0.1969 0.17
H -2.764483 -2.056188 1.062609 -0.5032 -0.1120 0.0954 0.03
H -5.497790 0.324417 -0.826243 0.4780 0.4598 0.6130 0.42
H 3.641621 2.625832 3.918898 -0.5724 0.1937 0.0758 0.46
H 0.007086 0.527399 6.923343 -0.2842 -0.2362 0.1809 0.33
H 2.057237 1.888677 -1.973637 0.0128 0.2292 0.1504 0.52
H -4.793515 -0.013255 -2.169325 0.4238 0.0584 -0.3712 -0.61
H -0.456806 5.042850 0.698328 0.6263 -0.3549 0.5436 0.58
H -5.053377 3.412865 -2.424396 -0.1277 -0.0884 0.0178 0.27
H -2.078196 5.651098 -2.051801 -0.0676 -0.4277 -0.3102 0.32
H 2.571440 -3.323627 -6.156536 -0.0519 0.0451 -0.1494 0.39
O 4.428312 1.001942 -4.555016 1.6292 -1.4798 0.3817 1.03
O -3.494631 1.574052 -3.019642 0.3470 -0.4087 0.1353 0.77
C -1.742309 -2.825447 -2.502309 -0.8097 -0.1026 -0.4176 -0.75
C 0.014674 -2.631352 1.362219 -0.0288 0.7041 -0.4104 0.37
C -1.467421 0.276208 -0.566824 0.7381 0.2698 1.5307 2.06
H -2.913376 0.180641 8.953005 -0.0301 -0.1018 0.3892 0.30
H -8.391131 -0.965500 -1.649249 -0.6231 0.3201 -0.1561 0.48
H -0.468532 2.110920 7.509974 -0.4620 -0.1045 0.4508 0.49
H -8.568705 2.485303 -0.412841 0.2306 -0.4008 0.2084 0.22
C -0.802468 1.257267 6.920182 0.0591 0.4891 -1.3284 -1.29
C 6.601774 0.044180 -4.000817 -0.5763 0.8143 -0.0655 -0.27
O 1.223237 -2.815509 -3.881049 1.5639 -1.0501 1.1103 -0.47
H 3.383618 1.637512 -6.238439 0.2745 -0.1416 -0.3395 0.34
H 8.703986 -0.089348 -2.387755 0.1832 0.1347 -0.0817 0.48
O 0.292645 -3.453420 0.239048 -0.1743 -0.7539 0.4152 -0.40
H -0.679643 -3.002404 -2.336414 -0.1860 0.2738 0.2983 -0.32
H -4.452364 0.241263 4.575384 0.4365 0.0693 -0.4126 -0.07
H 7.492511 -0.410112 -4.434772 0.0967 0.0645 -0.2819 0.51
H 7.661357 2.014942 1.609550 0.0576 -0.3288 0.1279 0.30
C 5.240240 -2.709898 -0.253028 0.4763 -0.6771 0.8144 -0.95
H 4.109143 2.903215 -5.217879 0.0769 0.2455 -0.1823 0.42
H -1.806138 -1.001827 -3.640007 0.2003 0.2016 -0.1180 -0.36
H 7.137137 -2.734009 2.391011 -0.1048 0.1284 0.0206 0.34
H 0.499357 4.143032 -1.336924 0.2658 -0.0549 -0.3959 0.15
O 2.648391 0.364426 -0.659785 -0.9530 0.3337 1.2297 1.08
C -2.568906 -3.076791 1.391592 1.3191 -1.0637 -0.9878 -1.46
H 1.179477 -2.205204 -6.422476 -0.1077 -0.3394 0.1447 0.35
H 4.631004 -2.890171 2.731651 -0.3293 -0.1812 -0.4514 0.37
N -0.137109 0.891599 -0.729348 -0.4536 -0.7075 -1.5793 1.18
H -0.135449 -1.640484 0.933567 -0.5846 0.4419 0.2633 -0.50
H 8.553878 0.661441 -0.018358 0.0210 -0.1651 0.2474 0.40
H 5.696815 3.133399 4.907301 -0.1834 0.2527 0.5674 0.33
H 2.586187 0.837350 5.825938 0.1071 -0.5388 0.8087 0.30
C -6.509077 -2.082580 -0.275305 -0.6628 0.5991 -1.2390 -1.51
C 5.840594 -2.149329 1.042656 -0.0008 0.8277 0.2294 1.37
C -0.581130 4.262657 -1.257304 -0.2539 -1.0298 -0.0925 0.81
H 0.763920 -0.821789 -1.687299 -0.4243 -0.2571 0.0374 -0.58
C -4.264138 2.238116 -4.001823 0.9790 -1.4599 -1.2330 -0.06
C -8.586510 1.665153 -1.130572 -0.2501 -1.2560 -0.1405 -1.17
C 5.937153 2.070486 4.930683 -0.5799 -0.3475 -0.5695 -0.62
O 6.897735 1.877431 -0.320207 1.6704 -0.0294 -0.4379 0.14
H 2.664678 2.038521 -4.741550 0.1440 -0.2543 0.5060 0.30
H 1.508861 1.688710 2.398207 0.1515 0.0167 -0.1019 0.48
H 4.492632 0.193683 -1.347657 0.7717 0.2866 -0.1592 -0.21
H 0.206748 0.375384 -2.837830 -0.5805 0.3238 0.1860 0.26
O -4.449776 -2.351053 4.558407 0.9018 -0.6132 -0.1861 -0.25
H -2.510966 -3.755242 0.540458 0.1768 0.2417 -0.5423 0.48
H -3.674000 3.009861 -4.496045 0.4415 -0.1842 -0.2575 0.69
C -6.224304 -1.587518 5.908379 -0.7187 0.7116 -0.0729 -1.54
H 7.632190 3.549207 0.806289 -0.0050 0.1680 -0.5653 0.42
H 3.495868 -1.982618 -2.777171 -0.2631 0.1059 -0.0229 -0.49
C -2.176534 0.864513 0.620478 -1.2059 1.4736 0.5529 -1.49
H 4.438858 -2.140146 -0.723427 0.0698 0.3058 0.4408 -0.32
H -6.191168 2.224823 -3.187847 -0.1748 0.1071 0.5358 -0.19
C 2.213108 -1.959747 -4.540460 -2.8026 -0.4464 0.5568 1.66
C -2.436802 -0.728926 6.686910 0.0349 -0.2305 -0.3561 -0.55
H -2.408759 -0.844362 5.603404 -0.3869 0.8042 -0.2152 -0.12
N 7.044397 1.034212 -3.032496 0.7079 -0.1904 -0.0133 -0.37
H 4.367868 0.362630 0.414821 -0.0217 0.0793 0.0043 -0.73
H -5.218562 0.321783 -4.534610 -0.0734 0.0487 0.2985 0.03
H 6.355505 -1.214873 0.819568 -0.6299 0.7025 -0.1621 -0.55
O -1.510665 0.691123 1.842667 1.7027 -1.7005 0.5400 1.66
O -2.094127 0.597480 8.676086 -0.0407 -0.6775 2.0118 -0.53
H 7.205174 -0.485966 -1.601454 -0.1705 -0.3057 0.3208 -0.25
H -0.483274 5.723965 -2.912369 -0.2102 -0.3952 -0.1046 0.39
H -3.868306 -1.586002 -4.940804 -0.0320 -0.2401 -0.0204 0.36
H 3.966713 -1.470904 1.771285 -0.3448 -0.1963 0.4095 -0.24
C 4.840939 -1.964530 2.195719 0.5302 0.5155 -0.6905 -1.06
H 6.511289 1.765724 5.805656 0.1863 0.2702 -0.2541 0.36
C 7.099593 2.601248 0.882389 -0.4314 -0.4186 0.1702 -1.20
H 4.845898 -3.685048 0.032769 -0.1116 -0.2268 -0.3617 0.52
H 2.633629 0.328622 -2.621037 -0.2433 0.2555 -0.7952 -0.80
H -2.290295 -2.323724 -1.704760 0.6588 0.3376 0.3269 -0.13
H -5.588571 -2.513661 0.118331 0.0762 0.0830 -0.4271 0.13
H -2.824058 1.680662 3.051888 -0.1309 -0.0098 0.4055 0.38
C -5.386096 2.941691 -3.349279 -1.3516 0.1500 -0.2611 -1.10
H 4.478062 1.462491 2.946926 -0.0467 -0.1365 -0.5542 -0.24
O -1.413613 -2.617751 -4.880445 1.3737 -0.4013 -0.7072 -0.42
H -3.790306 0.607051 -5.485220 0.1946 0.4227 0.0648 0.19
H -3.339817 -3.573038 1.981118 -0.1911 0.7085 0.3947 0.62
H 5.666722 -0.207003 -5.825361 -0.5642 0.3351 -0.6115 0.31
H 0.341920 -2.891101 -4.254110 -0.0341 0.6175 -0.9503 0.23
H -3.160183 0.395325 0.640640 -0.3130 -0.1217 0.1851 0.07
C 5.726583 0.629304 -5.128865 -0.2327 -0.1294 1.7423 -1.11
C -2.154586 0.669593 7.287768 0.6645 -0.7640 -0.3554 0.74
H -0.806791 1.646135 5.901917 -0.1048 -0.1257 -0.2027 0.09
N -1.512093 -2.294318 3.349984 0.6266 0.6837 1.4963 -0.52
H 0.931228 -2.457237 1.925880 0.0192 -0.5938 0.7714 0.65
H -4.174202 -2.019444 -3.228990 0.0519 0.6881 0.0261 -0.29
H -0.658261 3.194025 0.644572 0.5452 0.3548 -0.0626 -0.59
N -5.100842 -0.462949 -1.318780 -0.1946 0.4168 -0.4733 0.27
H -5.780957 3.706743 -4.017775 -0.1070 0.1562 0.0063 0.59
C 3.520554 -2.167174 -3.851149 0.2585 -0.5193 -0.2831 -0.34
C 3.899558 1.568183 3.864669 0.5178 -0.4667 -0.5067 -0.29
H -3.414306 -1.073819 7.024023 -0.1633 0.0673 -0.0792 -0.02
C 1.789561 0.666204 2.650798 1.1270 -1.0351 0.4632 0.24
H 6.073474 -0.774110 -3.511535 -0.3134 -0.2307 0.0968 0.16
H -3.042817 1.287216 7.154787 0.2138 0.5090 -1.2446 0.18
C -1.749866 1.578788 2.897544 -0.3302 0.7897 -0.4408 -1.50
H 6.026178 -2.848669 -0.995423 0.0504 -0.0717 0.0156 0.41
O -1.250717 3.149422 -1.831892 -0.6641 0.6018 -1.5631 -0.36
C 8.136263 1.277730 -0.814519 -0.9795 -0.5437 0.1471 -1.08
C 1.507363 -3.237918 -0.436583 0.5009 0.1699 -0.5368 -0.75
C 7.791959 0.349533 -1.983183 -0.2986 0.7930 0.3851 0.10
H -1.217713 1.307930 3.809442 -0.2074 -0.7729 -0.1377 0.03
H -6.281208 -2.007680 3.803452 -0.5043 -0.1028 0.0742 0.33
O 6.915209 -2.956709 1.483952 0.4328 -1.3378 -0.3337 -0.63
H -2.127296 0.433670 -1.419976 0.2668 -0.2418 -0.2084 -0.64
C 3.638345 1.920135 -5.217007 -0.3357 0.8342 -0.8278 -2.20
H -1.348448 2.572457 2.698579 -0.0777 0.3381 -0.4144 0.08
H 6.269465 1.489946 -5.519590 -0.3136 0.1306 -0.3493 0.57
H -1.739807 -2.157515 -5.657220 0.1374 -0.0102 -0.2759 0.33
H -1.364294 -0.770518 -0.280746 -0.1178 -0.3901 -0.7312 -0.97
H 2.759781 -1.585241 -6.614671 0.4337 -0.1272 -0.0237 0.28
H 1.699515 1.796420 5.070417 -0.8460 0.5077 -0.1465 0.34
H -6.018186 0.528511 3.906799 -0.3329 -0.1862 0.1432 0.59
H -6.908082 -1.415773 0.489078 -0.3544 -0.2717 0.1355 0.22
C -4.643971 1.106364 -5.026919 -0.4698 1.1577 0.5572 -1.31
C 2.721973 0.587228 3.898309 -0.9191 0.5714 -0.0963 0.06
H 3.167516 -0.392150 4.072702 -0.0784 -0.2274 -0.6104 0.21
H 2.292266 0.147534 1.834492 0.1054 0.5605 -0.4417 -0.78
H -6.103115 -1.969664 -2.359280 -0.2296 0.2199 -0.3661 0.52
H -4.753006 -3.232421 4.788294 0.3130 -0.2822 0.0504 0.16
H -3.730287 -3.270893 -4.231778 0.1001 -0.0511 -0.7244 0.61
C -3.548189 -2.204072 -4.101984 -0.1471 -0.1760 1.2308 -1.21
O 4.782542 1.257621 4.923430 -0.2847 -0.0244 0.6552 -0.18
C 2.026014 0.805909 -1.852208 0.5067 -0.8570 -0.0113 -0.79
H -7.609202 0.072659 -2.914747 0.1604 -0.4688 -0.3214 0.39
H -1.134638 -4.117993 2.534459 0.6361 -0.1621 -0.1475 0.32
H -5.590498 -1.275468 6.738449 0.4027 -0.1073 -0.3081 0.22
C -7.539903 -0.335054 -1.906247 0.9475 0.0475 1.2967 -1.18
O -7.446163 0.813014 -1.026394 -0.1990 0.1217 -0.4260 -0.01
H -6.574167 -2.604036 6.088290 -0.1117 -0.0019 0.2286 0.42
H -4.904336 -0.277511 2.864523 0.4567 -0.2388 0.2220 -0.10
H -2.840734 2.191880 -2.684506 0.4176 0.3770 0.3331 -0.16
N 1.891181 0.805044 5.093819 0.7581 0.5022 0.0920 -0.41
H 0.399783 0.730315 0.110795 0.0826 0.0723 0.2654 -0.39
H 2.445020 -3.542943 0.028036 -0.2449 -0.9007 0.8719 0.73
H -5.296172 1.520985 -5.795574 0.0598 0.0008 -0.2068 0.50
H -0.869177 2.355100 -1.451021 0.7016 -0.6641 0.5068 0.05
H -8.770889 2.104342 -2.110984 0.5700 0.0257 -0.4152 0.32
H 5.284396 -1.305425 2.942073 -0.0152 0.2442 0.0514 0.56
C 0.617752 0.248032 -1.836357 0.9346 0.3645 0.5089 0.75